[1]
DFT (ωB97M-V with the def2-TZVPD basis set) results for C3H4BNO2S in the gas phase.

* frontier orbital gap (spin up / spin down): 5.9 / 5.9 eV
* spin multiplicity: 3
* F_max: 4.17 eV/Å
* E_HOMO (spin up / spin down): -5.95 / -8.38 eV
* E: -20266.958 eV

Last column: Löwdin charge in e.
Geometry (Å):
S 1.861 1.228 1.347  0.88
O -1.691 0.427 -1.363  0.18
O -0.527 1.418 0.332  -0.04
N 1.701 -0.400 1.302  -0.31
C -0.009 -1.080 -0.406  0.06
C 0.616 2.201 0.856  -0.42
C 0.946 -1.183 0.570  -0.30
B -0.739 0.142 -0.454  -0.63
H -0.299 -2.114 -0.917  0.16
H -2.025 -0.342 -1.846  0.13
H -1.236 1.899 -0.194  0.18
H 1.403 -2.194 0.772  0.12

***

[2]
DFT (ωB97M-V with the def2-TZVPD basis set) results for 2 unconnected molecules or ions with the total composition C3H4BNO3.

* frontier orbital gap: 10.8 eV
* spin multiplicity: 1
* F_max: 2.48 eV/Å
* E_HOMO: -10.36 eV
* E: -11484.239 eV

Last column: Löwdin charge in e.
Geometry (Å):
O 1.089 -0.768 0.870  0.14
O -1.021 -0.212 -1.433  0.13
O -3.285 -0.351 1.471  0.16
N -1.570 -1.694 0.422  0.27
C -1.614 -0.590 -0.487  -0.33
C 1.940 1.397 -0.466  0.00
C -2.483 -0.673 0.684  -0.37
B 1.421 0.212 0.292  -0.39
H -0.918 -2.421 0.695  0.15
H 1.943 2.317 0.159  0.08
H 1.461 1.450 -1.447  0.07
H 3.036 1.333 -0.761  0.09

***

[3]
DFT (ωB97M-V with the def2-TZVPD basis set) results for a molecular structure, C3H4BeO.

* frontier orbital gap (spin up / spin down): 5.2 / 8.1 eV
* spin multiplicity: 2
* F_max: 11.71 eV/Å
* total charge: +1
* E_HOMO (spin up / spin down): -11.95 / -14.64 eV
* E: -5608.418 eV

Last column: Löwdin charge in e.
Geometry (Å):
O 1.528 0.625 -0.109  -0.12
C -0.692 -1.006 -0.108  0.14
C 0.432 0.367 0.373  -0.29
C -0.936 0.411 -0.083  -0.03
Be 2.663 0.397 0.317  0.57
H -0.777 -1.608 0.800  0.11
H -1.197 0.957 -0.992  0.15
H -0.404 1.388 0.866  0.33
H -0.619 -1.530 -1.064  0.14

***

[4]
DFT (ωB97M-V with the def2-TZVPD basis set) results for a molecular structure, C3H4BeO3.

* frontier orbital gap (spin up / spin down): 7.8 / 7.8 eV
* spin multiplicity: 1
* F_max: 5.07 eV/Å
* E_HOMO (spin up / spin down): -9.85 / -9.85 eV
* E: -9713.906 eV

Last column: Löwdin charge in e.
Geometry (Å):
O -2.544 1.566 0.411  0.11
O -0.303 1.343 0.615  -0.03
O -1.463 -0.183 -0.497  0.05
C -0.415 -0.984 -0.125  -0.22
C -1.459 1.099 0.139  -0.65
C 0.828 -0.439 0.291  -0.15
Be 1.655 0.366 -0.844  0.47
H 2.554 1.039 -1.592  -0.07
H 1.203 -0.407 1.318  0.12
H -0.820 -1.656 0.645  0.14
H 0.766 -1.745 -0.362  0.22

***

[5]
DFT (ωB97M-V with the def2-TZVPD basis set) results for 2 unconnected molecules or ions with the total composition C3H4Br2O.

* frontier orbital gap: 5.5 eV
* spin multiplicity: 1
* F_max: 3.46 eV/Å
* E_HOMO: -7.69 eV
* E: -145304.342 eV

Last column: Löwdin charge in e.
Geometry (Å):
Br 2.450 -1.950 -0.489  -0.53
Br -2.708 -1.215 -0.579  0.81
O -0.644 -0.459 1.363  0.15
C -0.224 0.197 0.335  -0.22
C 0.405 1.421 -0.086  0.04
C -0.931 -1.059 0.043  -0.61
H 1.524 1.107 -0.045  0.14
H -0.291 -1.866 -0.104  -0.01
H 0.284 1.717 -1.140  0.13
H 0.137 2.107 0.704  0.11

***

[6]
DFT (ωB97M-V with the def2-TZVPD basis set) results for a molecular structure, C3H4Br2O.

* frontier orbital gap (spin up / spin down): 5.9 / 7.6 eV
* spin multiplicity: 3
* F_max: 16.25 eV/Å
* E_HOMO (spin up / spin down): -5.34 / -10.16 eV
* E: -145301.590 eV

Last column: Löwdin charge in e.
Geometry (Å):
Br 2.606 -0.198 -1.417  0.68
Br 1.257 2.558 -1.357  0.63
O 0.015 0.092 -0.691  -0.21
C -1.695 -1.111 0.494  0.01
C 1.200 0.771 -0.572  -1.22
C -0.664 -0.332 0.493  -0.24
H -0.132 0.214 1.396  0.15
H 1.443 0.830 0.470  0.02
H -1.959 -1.178 1.564  0.09
H -2.070 -1.646 -0.382  0.09

***

[7]
DFT (ωB97M-V with the def2-TZVPD basis set) results for a molecular structure, C3H4Br3CaO2.

* frontier orbital gap: 6.4 eV
* spin multiplicity: 1
* F_max: 3.26 eV/Å
* total charge: +1
* E_HOMO: -12.41 eV
* E: -235830.606 eV

Last column: Löwdin charge in e.
Geometry (Å):
Br -1.491 2.780 -0.876  0.46
Br 1.529 4.362 -1.707  0.49
Br 1.274 1.021 -1.780  0.58
Ca -0.232 -4.853 0.529  1.75
O -1.011 -2.843 1.447  -0.17
O 0.547 -2.620 0.035  -0.15
C -0.367 -2.083 0.686  -0.74
C -0.433 -0.573 0.608  -0.04
C 0.623 2.690 -0.895  -1.32
H 0.488 -0.189 1.048  0.10
H -1.358 -0.338 1.134  0.09
H 0.942 2.750 0.145  -0.03
H -0.511 -0.105 -0.373  -0.02

***

[8]
DFT (ωB97M-V with the def2-TZVPD basis set) results for a molecular structure, C3H4Br3NO.

* frontier orbital gap (spin up / spin down): 5.7 / 6.2 eV
* spin multiplicity: 3
* F_max: 3.63 eV/Å
* E_HOMO (spin up / spin down): -5.30 / -9.76 eV
* E: -216835.127 eV

Last column: Löwdin charge in e.
Geometry (Å):
Br 0.526 2.092 1.304  0.58
Br -2.047 0.629 2.726  0.47
Br 0.722 -0.885 2.335  0.57
O 1.242 -1.616 -0.663  0.00
N 0.127 0.277 -1.202  0.00
C -0.453 0.482 1.576  -1.57
C 1.169 -0.677 -1.397  -0.31
C -0.852 -0.115 -0.303  -0.15
H 1.920 -0.348 -2.238  0.16
H 0.126 1.131 -1.705  0.12
H -0.659 -1.134 -0.007  0.06
H -1.821 0.162 -0.427  0.06